# 1
The molecule C10H24O2Si at a distorted geometry, computed with ωB97M-V with the def2-TZVPD basis set.

Calculated values
**Net charge**: 0
**Structure (SMILES)**: CC(C)(C)[Si](C)(C)OCCCCO
**HOMO-LUMO gap**: 0.37615 Eh
**Energy above the lowest of the compared OMol25 structures with the same formula, charge and spin**: 39.37 kcal per mole
**HOMO**: -9.5178 eV
**Total energy**: -835.4426 hartree

The geometry in XYZ format:
```
37
Properties=species:S:1:pos:R:3:forces:R:3
C -1.4504 -1.2873 3.0900 -0.082 -0.286 0.040
C -0.2197 -0.7020 2.3739 -1.366 -0.084 -1.012
C 0.4561 0.2960 3.2548 0.020 0.246 1.290
C 0.7104 -1.8106 1.9432 -0.123 -0.168 -0.143
Si -0.8828 0.2301 0.8371 1.078 0.095 -0.043
C -1.8426 1.8016 1.2287 0.066 -0.938 -0.031
C -1.8753 -0.9015 -0.2205 -0.660 -0.864 0.045
O 0.4567 0.7092 -0.0583 -0.012 -0.555 0.523
C 0.2913 1.5929 -1.1366 -0.656 -0.708 -1.032
C 1.2326 1.2874 -2.3038 0.687 0.188 0.729
C 1.2254 -0.1619 -2.7597 0.244 0.100 -0.175
C 2.1569 -0.3771 -3.9592 -0.273 -0.853 -0.007
O 1.7932 0.4140 -5.0747 0.213 0.381 -0.200
H -1.1597 -1.7606 4.0417 -0.005 0.127 -0.182
H -2.1716 -0.5024 3.3215 -0.116 0.035 0.118
H -1.9801 -2.0561 2.4976 0.328 0.321 0.178
H -0.2239 1.1465 3.4561 0.431 -0.382 0.231
H 0.7241 -0.2099 4.2098 -0.084 0.521 -0.294
H 1.3662 0.6895 2.8202 0.229 0.108 -0.176
H 1.5849 -1.3800 1.5120 0.872 0.240 -0.361
H 1.0133 -2.4736 2.7439 0.074 -0.024 0.551
H 0.2797 -2.4568 1.1915 -0.333 -0.181 -0.332
H -2.8225 1.5220 1.6216 -0.041 0.307 0.031
H -1.2809 2.3616 1.9605 -0.010 0.350 0.290
H -1.9480 2.4039 0.3288 -0.156 0.023 -0.007
H -2.5088 -1.5697 0.3972 0.016 0.544 -0.307
H -1.2929 -1.5960 -0.8350 0.149 0.333 -0.009
H -2.5070 -0.2891 -0.8648 -0.180 -0.226 -0.141
H 0.4807 2.5735 -0.7769 0.107 1.193 0.182
H -0.7656 1.5665 -1.5074 0.564 0.001 0.108
H 1.0104 1.9654 -3.1347 -0.173 -0.161 0.056
H 2.2643 1.5546 -2.0074 -0.300 -0.125 0.038
H 0.1931 -0.4377 -2.9994 -0.030 -0.096 -0.411
H 1.4930 -0.8688 -1.9692 0.198 0.300 0.145
H 3.2284 -0.1881 -3.7625 -0.599 0.330 0.190
H 2.1271 -1.4397 -4.2442 -0.088 0.035 0.053
H 0.8437 0.3543 -5.2159 0.009 -0.126 0.062
```
Positions in Å, forces in eV/Å.

Atomic partial charges in e from the Mulliken method, atoms 1 to 4:
1. C -1.7635
2. C 1.8878
3. C -1.7848
4. C -1.8761

# 2
A cluster of 2 separate species, C10H24SSi in total at a distorted geometry, computed with ωB97M-V with the def2-TZVPD basis set.

Calculated values
**Net charge**: 0
**HOMO-LUMO gap (alpha / beta)**: 0.27413 / 0.27416 Eh
**Energy above the lowest of the compared OMol25 structures with the same formula, charge and spin**: 9.68 kcal per mole
**HOMO (alpha / beta)**: -6.8232 / -6.8245 eV
**Total energy**: -1082.9501 hartree

The geometry in XYZ format:
```
36
Properties=species:S:1:pos:R:3:forces:R:3
C 2.9034 0.7946 -1.5351 0.337 -0.882 -0.819
C 3.5671 -0.7562 0.3386 -1.508 -0.111 2.746
C -0.7800 1.0201 -2.1010 -2.800 -1.197 1.171
C -2.5897 -0.1788 -0.9670 -1.151 -0.324 2.514
C -1.8325 0.3912 2.4321 0.004 -2.522 -0.226
C -0.8928 2.3744 1.2641 0.290 -2.000 2.209
C -0.6098 -3.4762 -0.0023 -0.181 -0.897 0.801
C 2.7088 0.3433 -0.1129 -3.513 1.105 -0.718
C -1.0586 -0.1738 -1.1957 -1.784 -2.069 -1.136
C -0.5415 0.9457 1.7749 -2.740 -0.510 -1.670
Si -0.0877 -0.3223 0.3991 2.524 0.715 0.029
S -0.3882 -2.2657 1.3521 0.546 0.301 -0.164
H 3.9911 1.0697 -1.7599 -1.212 -0.007 0.419
H 2.8060 -0.2412 -1.9459 -0.285 1.247 -1.359
H 2.1916 1.6214 -1.9271 1.227 -1.729 0.616
H 3.8783 -1.5002 -0.3532 -0.038 -0.500 -0.773
H 3.1342 -1.2150 1.2763 0.258 -0.030 -1.150
H 4.3881 -0.2596 0.7526 2.167 0.520 0.428
H -1.4011 1.0659 -2.9918 -0.021 -0.215 -0.022
H -1.0018 1.8171 -1.4632 0.002 1.968 0.361
H 0.1902 0.9167 -2.2955 4.014 0.476 -1.320
H -2.8932 0.7598 -0.4696 0.217 -0.050 -0.416
H -3.1553 -0.9170 -0.3140 1.615 0.164 -0.129
H -3.2310 -0.2931 -1.7961 -0.112 0.291 -1.869
H -2.6046 0.0770 1.6396 0.604 1.635 1.146
H -1.7069 -0.6915 2.7611 0.280 1.535 0.529
H -2.1341 1.0393 3.2792 -0.434 -0.452 -0.679
H -1.3451 2.9045 2.1022 0.341 0.413 -0.109
H -1.5481 2.3871 0.4702 -1.679 -0.128 -1.688
H 0.0156 2.7191 0.9270 1.954 1.806 -0.608
H -1.7161 -3.5080 -0.0925 0.876 -0.390 -0.548
H -0.1862 -4.4975 0.3114 -0.713 1.627 -0.377
H -0.0925 -3.1408 -0.8960 -0.215 -0.118 -0.139
H 2.5435 1.2240 0.4811 0.371 -0.162 1.135
H -0.7793 -1.0984 -1.7867 -0.299 0.648 0.637
H 0.2582 1.0643 2.4436 1.057 -0.159 1.177
```
Positions in Å, forces in eV/Å.

Atomic partial charges in e from the Mulliken method, atoms 1 to 4:
1. C -1.1167
2. C -1.3987
3. C -1.5218
4. C -1.7099

# 3
A cluster of 4 separate species, C10H25Cl2NO3 in total at a distorted geometry, computed with ωB97M-V with the def2-TZVPD basis set.

Calculated values
**Net charge**: 0
**Structure (SMILES)**: CC(N)=O.CC(C)O.CC(C)O.ClCCCl
**HOMO-LUMO gap**: 0.37303 Eh
**Energy above the lowest of the compared OMol25 structures with the same formula, charge and spin**: 0.00 kcal per mole
**HOMO**: -9.6075 eV
**Total energy**: -1596.8779 hartree

The geometry in XYZ format:
```
41
Properties=species:S:1:pos:R:3:forces:R:3
C -0.3003 -1.8948 -4.0178 1.527 0.548 0.549
C -0.3527 -3.2014 -3.2544 -1.343 -0.778 -1.230
N 0.7849 -3.7456 -2.7572 0.414 0.614 0.075
O -1.3974 -3.8377 -3.2114 0.135 0.251 0.396
H 0.6806 -1.4278 -3.8725 -0.077 0.111 0.011
H -1.0244 -1.1700 -3.6603 -0.313 -0.279 -0.013
H -0.3902 -2.0183 -5.0946 -0.347 -0.428 0.067
H 1.6720 -3.2800 -2.8174 0.008 -0.003 -0.008
H 0.7383 -4.6898 -2.4204 -0.032 -0.032 0.090
C -0.1622 0.4843 -1.5394 0.050 0.527 0.410
C 1.2593 1.0416 -1.4814 -0.388 -0.552 -0.634
C 1.9834 0.5546 -0.2430 0.217 1.473 0.780
O 1.9590 0.5748 -2.6445 -0.218 -0.372 -0.322
H -0.7253 0.7520 -0.6425 0.309 -0.131 0.225
H -0.1100 -0.5999 -1.6103 -0.194 -0.025 -0.131
H -0.7890 0.9282 -2.3127 0.368 -0.283 -0.457
H 1.1907 2.1297 -1.5702 0.196 0.057 0.531
H 2.0368 -0.5208 -0.0947 -0.158 -0.088 -0.348
H 1.5147 1.0163 0.6333 -0.184 -0.350 0.030
H 2.9893 0.9826 -0.2070 0.141 -0.311 -0.228
H 2.5905 1.2268 -2.9527 0.042 0.118 0.150
C -0.1650 2.7658 2.0240 -1.125 0.066 -0.593
C -0.3031 2.2346 3.4350 1.080 -0.422 0.685
C 0.7516 2.8413 4.3796 -0.187 0.569 -0.413
O -1.6356 2.4203 3.9333 0.703 0.149 -0.080
H 0.8346 2.9098 1.6193 0.241 -0.013 0.573
H -0.7105 3.7092 1.9432 0.135 0.072 0.040
H -0.6465 2.0836 1.3168 -0.160 0.024 0.090
H -0.0925 1.1557 3.4461 -0.080 -0.019 -0.246
H 1.7137 2.7953 3.8674 0.113 -0.161 0.249
H 0.8237 2.3586 5.3557 -0.063 -0.262 -0.131
H 0.5634 3.9014 4.5760 -0.152 -0.001 -0.152
H -1.4990 2.3668 4.8866 -0.544 0.022 -0.014
Cl -3.0379 -1.0595 -0.9504 0.091 0.304 -0.001
C -2.0530 -2.1793 0.0254 -0.410 -0.217 0.461
C -1.3725 -1.5121 1.2011 0.249 0.425 -0.080
Cl -0.5733 -2.7604 2.2069 -0.006 -0.016 -0.090
H -1.3217 -2.6516 -0.6232 -0.133 -0.145 -0.049
H -2.7868 -2.8849 0.4055 0.283 -0.334 -0.125
H -2.0455 -0.9669 1.8573 -0.180 -0.072 -0.128
H -0.5921 -0.8326 0.8654 -0.008 -0.033 0.062
```
Positions in Å, forces in eV/Å.

Atomic partial charges in e from the Mulliken method, atoms 1 to 4:
1. C -0.7279
2. C 0.6336
3. N -0.3714
4. O -0.6465

Repeat the second record exactly.
A cluster of 2 separate species, C10H24SSi in total at a distorted geometry, computed with ωB97M-V with the def2-TZVPD basis set.

Calculated values
**Net charge**: 0
**HOMO-LUMO gap (alpha / beta)**: 0.27413 / 0.27416 Eh
**Energy above the lowest of the compared OMol25 structures with the same formula, charge and spin**: 9.68 kcal per mole
**HOMO (alpha / beta)**: -6.8232 / -6.8245 eV
**Total energy**: -1082.9501 hartree

The geometry in XYZ format:
```
36
Properties=species:S:1:pos:R:3:forces:R:3
C 2.9034 0.7946 -1.5351 0.337 -0.882 -0.819
C 3.5671 -0.7562 0.3386 -1.508 -0.111 2.746
C -0.7800 1.0201 -2.1010 -2.800 -1.197 1.171
C -2.5897 -0.1788 -0.9670 -1.151 -0.324 2.514
C -1.8325 0.3912 2.4321 0.004 -2.522 -0.226
C -0.8928 2.3744 1.2641 0.290 -2.000 2.209
C -0.6098 -3.4762 -0.0023 -0.181 -0.897 0.801
C 2.7088 0.3433 -0.1129 -3.513 1.105 -0.718
C -1.0586 -0.1738 -1.1957 -1.784 -2.069 -1.136
C -0.5415 0.9457 1.7749 -2.740 -0.510 -1.670
Si -0.0877 -0.3223 0.3991 2.524 0.715 0.029
S -0.3882 -2.2657 1.3521 0.546 0.301 -0.164
H 3.9911 1.0697 -1.7599 -1.212 -0.007 0.419
H 2.8060 -0.2412 -1.9459 -0.285 1.247 -1.359
H 2.1916 1.6214 -1.9271 1.227 -1.729 0.616
H 3.8783 -1.5002 -0.3532 -0.038 -0.500 -0.773
H 3.1342 -1.2150 1.2763 0.258 -0.030 -1.150
H 4.3881 -0.2596 0.7526 2.167 0.520 0.428
H -1.4011 1.0659 -2.9918 -0.021 -0.215 -0.022
H -1.0018 1.8171 -1.4632 0.002 1.968 0.361
H 0.1902 0.9167 -2.2955 4.014 0.476 -1.320
H -2.8932 0.7598 -0.4696 0.217 -0.050 -0.416
H -3.1553 -0.9170 -0.3140 1.615 0.164 -0.129
H -3.2310 -0.2931 -1.7961 -0.112 0.291 -1.869
H -2.6046 0.0770 1.6396 0.604 1.635 1.146
H -1.7069 -0.6915 2.7611 0.280 1.535 0.529
H -2.1341 1.0393 3.2792 -0.434 -0.452 -0.679
H -1.3451 2.9045 2.1022 0.341 0.413 -0.109
H -1.5481 2.3871 0.4702 -1.679 -0.128 -1.688
H 0.0156 2.7191 0.9270 1.954 1.806 -0.608
H -1.7161 -3.5080 -0.0925 0.876 -0.390 -0.548
H -0.1862 -4.4975 0.3114 -0.713 1.627 -0.377
H -0.0925 -3.1408 -0.8960 -0.215 -0.118 -0.139
H 2.5435 1.2240 0.4811 0.371 -0.162 1.135
H -0.7793 -1.0984 -1.7867 -0.299 0.648 0.637
H 0.2582 1.0643 2.4436 1.057 -0.159 1.177
```
Positions in Å, forces in eV/Å.

Atomic partial charges in e from the Mulliken method, atoms 1 to 4:
1. C -1.1167
2. C -1.3987
3. C -1.5218
4. C -1.7099